134
Properties=species:S:1:pos:R:3 method="wB97M-V/def2-TZVPD" orbital_gap_ev="6.434 / 4.723" homo_ev="-6.37 / -6.37" multiplicity=2 relative_energy_kcal_mol=20.03 lumo_energy_ha="0.002 / -0.061"
Cs 0.13 0.15 -0.29
Ge -2.74 1.88 0.03
S 3.06 0.98 -1.21
P -2.92 -1.56 0.52
P -1.19 1.31 -3.31
P -0.80 1.36 3.15
O 1.50 -7.91 -0.10
N -2.19 3.05 1.44
N -3.73 2.08 -2.47
N -4.36 3.28 -0.13
N 1.22 -2.92 -0.25
N 3.66 -7.32 0.27
N -4.18 0.87 0.86
N 1.59 3.09 -0.38
C 2.35 -7.05 0.04
C 0.88 -5.23 -0.79
C 1.46 4.37 0.00
C -6.74 2.88 -0.78
C -0.43 -1.11 -4.45
C -1.66 0.42 -6.03
C -5.29 5.56 2.73
C -3.93 4.19 -3.73
C -2.67 -2.99 1.68
C -4.19 6.22 -2.46
C 2.82 2.62 -0.67
C 2.50 5.26 0.15
C 2.71 -4.59 0.59
C -3.04 4.72 3.06
C -5.33 -2.95 -0.29
C -7.86 2.05 -0.78
C -6.58 0.36 0.39
C -3.14 3.92 1.91
C -1.79 1.86 4.65
C -3.93 -0.39 1.55
C -4.17 -2.09 -0.76
C 0.54 -3.89 -0.87
C -3.44 -2.76 -1.92
C -0.71 0.35 -4.83
C -4.20 4.10 -1.32
C -0.88 2.88 2.08
C -7.77 0.81 -0.18
C 1.96 1.92 2.74
C -3.94 3.42 -2.55
C -0.41 2.96 -3.66
C 1.37 0.06 4.30
C 0.95 1.44 3.79
C -4.32 4.03 1.15
C -4.10 5.52 3.45
C -1.33 -2.78 2.40
C -4.07 5.56 -3.68
C -5.43 1.17 0.38
C -0.59 3.56 -5.05
C -5.38 4.81 1.56
C -4.26 5.48 -1.28
C 2.29 -3.28 0.47
C -0.70 3.99 -2.57
C -5.57 2.44 -0.20
C -3.29 1.69 4.40
C -1.39 1.04 5.88
C 3.78 4.78 -0.12
C -3.77 -3.25 2.71
C -3.05 1.43 -3.56
C 3.94 3.47 -0.53
C 1.99 -5.59 -0.05
H -1.63 3.79 -5.26
H 2.97 1.84 3.15
H 4.92 3.07 -0.75
H 1.81 2.95 2.44
H -2.99 -3.71 -1.61
H -4.14 -2.99 -2.74
H -5.89 -2.50 0.53
H 0.97 2.15 4.63
H -3.83 3.70 -4.68
H -1.35 -1.62 -4.15
H -0.03 4.50 -5.11
H 0.64 2.66 -3.54
H -2.05 1.30 6.72
H -3.28 1.87 -4.54
H 4.65 5.42 -0.01
H -4.38 5.99 -0.33
H 2.32 6.28 0.47
H -4.06 6.13 -4.61
H -2.65 -2.13 -2.31
H 3.94 -8.29 0.23
H -3.63 2.09 3.43
H 1.95 1.30 1.84
H 0.29 -5.99 -1.29
H -6.54 -0.63 0.82
H -4.99 -3.93 0.06
H -0.22 2.90 -5.84
H 3.57 -4.81 1.22
H -3.84 -2.42 3.42
H -3.86 2.20 5.18
H -1.89 1.44 -6.32
H 0.25 0.80 -5.11
H -4.76 -3.38 2.26
H -6.78 3.86 -1.24
H -1.51 -0.03 5.69
H -3.56 0.63 4.43
H -0.33 -3.57 -1.45
H 2.36 0.10 4.76
H -3.32 -0.20 2.45
H -8.79 2.38 -1.22
H -1.12 -3.62 3.07
H -0.02 -1.66 -5.31
H 4.37 -6.62 0.12
H -4.25 7.30 -2.42
H -0.73 3.54 -1.58
H -2.58 -3.86 1.02
H -0.37 1.22 6.20
H -1.64 4.52 -2.74
H 0.29 -1.18 -3.63
H -0.59 3.79 2.61
H -4.56 -1.13 -1.12
H -4.86 -0.83 1.91
H -4.01 6.12 4.36
H 0.10 4.74 -2.55
H -2.60 -0.09 -5.81
H -3.54 -4.15 3.28
H 1.42 -0.64 3.46
H -1.57 2.91 4.86
H -1.22 -0.09 -6.89
H -6.29 4.83 0.97
H -3.37 0.39 -3.59
H -2.15 4.69 3.66
H -0.12 2.76 1.31
H 0.44 4.70 0.20
H 2.83 -2.47 0.96
H -6.12 6.17 3.06
H 0.67 -0.36 5.03
H -1.36 -1.87 3.01
H -0.50 -2.68 1.70
H -6.04 -3.12 -1.11
H -8.63 0.15 -0.15